1.
{
  "formula": "C3H5N3O",
  "method": "ωB97M-V with the def2-TZVPD basis set",
  "symbols": ["O", "C", "C", "N", "N", "C", "N", "H", "H", "H", "H", "H"],
  "positions_angstrom": [[0.234, -2.387, 0.879], [0.710, -1.510, -0.009], [0.497, -0.099, 0.239], [-0.595, 0.243, 0.886], [-0.892, 1.407, 0.278], [0.096, 1.746, -0.576], [1.028, 0.830, -0.593], [-0.537, -1.982, 1.311], [-0.599, -0.962, -1.428], [1.688, -1.848, -0.370], [-1.717, 1.913, 0.547], [0.084, 2.650, -1.163]],
  "forces_ev_per_angstrom": [[-0.6, 0.0, -0.1], [0.0, 0.1, -0.5], [0.0, -0.4, -0.1], [-0.2, 0.1, -0.1], [0.1, 0.4, 0.2], [0.0, 0.4, 0.0], [-0.3, 0.3, -0.1], [0.1, 0.0, 0.0], [1.5, -1.4, 1.0], [-0.6, 0.3, -0.5], [0.1, 0.2, 0.0], [0.0, 0.1, 0.1]],
  "lowdin_charge": [0.01, -0.18, -0.50, 0.07, 0.02, -0.18, 0.11, 0.10, 0.16, 0.12, 0.15, 0.12],
  "gap_ev": [8.0, 8.6],
  "multiplicity": 1,
  "relative_energy_kj_mol": 482.2
}

=====

2.
{
  "formula": "C23H45Cl3N2O6PPtSi",
  "method": "ωB97M-V with the def2-TZVPD basis set",
  "symbols": ["C", "C", "H", "H", "H", "C", "C", "H", "H", "H", "H", "Pt", "Cl", "Cl", "H", "H", "C", "C", "N", "H", "C", "O", "H", "H", "H", "H", "H", "H", "C", "C", "N", "H", "C", "O", "H", "H", "H", "H", "O", "C", "C", "C", "H", "C", "H", "C", "H", "C", "C", "H", "H", "H", "Si", "Cl", "C", "C", "C", "H", "H", "H", "H", "H", "H", "H", "H", "H", "C", "O", "P", "O", "C", "O", "C", "H", "H", "H", "H", "H", "H", "H", "H", "H"],
  "positions_angstrom": [[2.134, 4.368, 1.454], [0.717, 4.447, 0.989], [2.760, 5.187, 1.092], [2.574, 3.424, 1.114], [2.166, 4.384, 2.556], [0.092, 5.612, 0.734], [0.855, 6.805, 0.252], [-0.991, 5.752, 0.855], [1.730, 6.526, -0.358], [1.212, 7.436, 1.082], [0.234, 7.446, -0.381], [-0.334, -1.420, 0.308], [0.103, -1.607, 2.587], [1.976, -2.292, -1.621], [-0.238, -6.885, -0.471], [1.346, -6.755, 2.231], [0.757, -6.474, -0.691], [2.005, -6.347, 1.453], [1.251, -5.659, 0.414], [0.747, -5.897, -1.624], [0.593, -4.543, 0.815], [-0.327, -4.015, 0.171], [2.704, -5.647, 1.913], [0.987, -4.148, 1.782], [1.447, -7.317, -0.795], [2.552, -7.178, 1.025], [1.784, 1.436, -2.188], [-0.656, 3.183, -2.373], [1.337, 1.221, -3.173], [-0.790, 2.553, -3.266], [-0.124, 1.264, -3.085], [1.669, 0.232, -3.520], [-0.803, 0.394, -2.292], [-0.402, -0.736, -1.902], [-1.860, 2.366, -3.405], [-1.796, 0.764, -2.014], [1.639, 2.002, -3.879], [-0.408, 3.091, -4.135], [0.734, 2.839, -0.504], [0.147, 3.059, 0.686], [-2.407, 3.079, 0.000], [-1.399, 2.859, 0.953], [-2.150, 3.258, -1.045], [-3.761, 3.065, 0.383], [0.640, 2.407, 1.440], [-1.788, 2.468, 2.245], [-4.550, 3.222, -0.367], [-4.108, 2.890, 1.730], [-3.115, 2.560, 2.663], [-1.026, 2.168, 2.969], [-5.155, 2.961, 2.035], [-3.389, 2.392, 3.700], [3.521, -1.112, -0.548], [1.395, 0.042, 0.419], [4.619, -1.001, -2.102], [3.930, -2.593, 0.580], [4.278, 0.399, 0.402], [4.052, -0.819, -3.026], [5.099, -1.983, -2.220], [5.409, -0.240, -2.028], [4.070, 1.363, -0.088], [5.381, 0.307, 0.406], [3.939, 0.473, 1.449], [3.140, -2.740, 1.327], [4.865, -2.468, 1.143], [4.004, -3.541, 0.015], [-2.952, -1.797, 3.069], [-3.285, -1.176, 1.813], [-2.554, -1.445, 0.419], [-3.165, -2.842, -0.013], [-2.903, -3.429, -1.308], [-3.262, -0.355, -0.541], [-4.677, -0.186, -0.702], [-2.279, -1.146, 3.642], [-2.429, -2.743, 2.911], [-3.881, -1.988, 3.623], [-2.184, -2.867, -1.918], [-2.491, -4.438, -1.172], [-3.865, -3.469, -1.841], [-5.180, -0.272, 0.266], [-4.860, 0.809, -1.124], [-5.054, -0.941, -1.394]],
  "forces_ev_per_angstrom": [[0.6, -0.3, -0.5], [-1.3, 0.5, 0.4], [0.0, 0.0, 0.1], [0.0, 0.2, 0.1], [-0.1, 0.0, -0.2], [0.0, -0.3, 0.1], [0.4, 0.8, 0.4], [0.3, -0.5, -0.7], [-0.3, 0.0, 0.3], [0.1, 0.1, -0.2], [-0.1, 0.0, 0.0], [-0.8, -1.0, -0.5], [0.5, -0.8, 1.9], [0.3, 0.0, -0.1], [0.1, 0.2, -0.2], [0.1, 0.0, -0.1], [0.1, 0.1, 0.0], [-0.1, 0.1, 0.3], [-0.4, -0.2, 0.3], [-0.1, -0.1, 0.3], [-0.4, 0.5, -0.7], [0.9, -0.6, 0.7], [0.0, -0.1, 0.0], [-0.4, 0.1, -0.6], [-0.1, 0.2, -0.2], [0.2, 0.0, -0.1], [-0.3, 0.0, -0.2], [0.3, -0.2, -0.2], [0.1, -0.2, 0.1], [-0.1, 0.3, 0.4], [-0.6, -0.6, 0.9], [-0.2, 0.3, 0.1], [1.0, -0.7, 0.0], [-0.6, 1.9, -1.6], [0.1, 0.1, -0.1], [0.0, -0.2, 0.0], [0.0, -0.3, 0.1], [0.1, -0.3, -0.1], [-1.1, -0.1, -1.1], [0.4, -0.5, 1.0], [-0.3, -0.1, 0.4], [0.8, 0.1, -0.4], [0.0, 0.1, 0.4], [0.3, 0.1, 0.2], [-0.5, -0.3, 0.4], [-0.1, 0.5, 0.2], [0.4, 0.0, 0.3], [0.1, -0.2, -0.2], [-0.1, 0.1, -0.7], [-0.1, 0.2, -0.3], [0.3, -0.1, -0.1], [0.1, -0.1, -0.1], [0.8, -0.2, 0.4], [1.5, 1.3, -0.3], [0.1, -0.1, -0.3], [0.2, -0.3, 0.1], [-0.2, 0.1, 0.1], [0.1, 0.0, 0.3], [-0.1, 0.1, -0.1], [-0.2, -0.2, 0.1], [-0.2, -0.3, 0.1], [-0.3, -0.3, -0.1], [0.1, 0.0, -0.4], [0.0, 0.2, -0.1], [-0.1, 0.1, -0.1], [-0.1, 0.5, 0.1], [0.1, -0.2, 0.2], [-0.2, -0.1, -0.3], [-0.2, 1.3, -0.2], [-0.6, -0.9, -0.3], [-0.1, -0.1, -0.1], [0.1, -0.2, 0.3], [0.1, -0.1, 0.2], [-0.3, -0.1, -0.3], [-0.1, 0.1, 0.0], [0.1, 0.2, -0.3], [-0.1, 0.1, 0.4], [-0.2, 0.4, 0.1], [0.3, 0.0, 0.2], [0.0, 0.1, -0.2], [0.2, -0.2, 0.2], [-0.1, 0.0, 0.0]],
  "lowdin_charge": [-0.06, -0.26, 0.06, 0.07, 0.08, -0.15, -0.15, 0.09, 0.07, 0.06, 0.05, 0.56, -0.09, 0.25, 0.09, 0.09, -0.04, -0.06, -0.18, 0.09, -0.34, -0.11, 0.09, 0.10, 0.08, 0.08, 0.07, 0.06, -0.04, -0.08, -0.15, 0.07, -0.29, -0.27, 0.08, 0.12, 0.08, 0.08, -0.25, -0.52, -0.04, -0.12, 0.08, -0.12, 0.07, -0.04, 0.09, -0.12, -0.10, 0.11, 0.09, 0.09, 0.11, 0.18, -0.25, -0.26, -0.28, 0.00, 0.02, 0.02, 0.02, 0.02, 0.01, 0.00, 0.02, 0.01, -0.16, -0.30, 0.54, -0.30, -0.11, -0.32, -0.09, 0.04, 0.05, 0.08, 0.08, 0.08, 0.08, 0.09, 0.08, 0.08],
  "gap_ev": [5.5, 4.9],
  "multiplicity": 3,
  "relative_energy_kj_mol": 201.4,
  "charge": -1,
  "s_squared": 2.0052
}

=====

3.
{
  "formula": "C3H5NO2",
  "method": "ωB97M-V with the def2-TZVPD basis set",
  "symbols": ["C", "N", "C", "O", "C", "O", "H", "H", "H", "H", "H"],
  "positions_angstrom": [[-1.022, 1.361, -0.088], [0.048, 0.397, -0.058], [-0.115, -0.896, 0.187], [-1.156, -1.493, 0.447], [1.683, -1.631, 0.024], [2.528, -0.845, -0.261], [-1.949, 0.825, 0.129], [-0.869, 2.137, 0.668], [-1.098, 1.827, -1.075], [1.003, 0.668, -0.256], [0.948, -2.350, 0.283]],
  "forces_ev_per_angstrom": [[-0.2, 0.2, 0.0], [0.0, 0.2, 0.0], [0.6, 0.8, -0.3], [1.4, 0.0, -0.2], [-3.1, 3.1, 0.0], [-0.2, -1.5, 0.3], [0.1, 0.1, 0.0], [-0.1, -0.1, -0.1], [0.0, 0.0, 0.1], [-0.1, 0.2, 0.0], [1.7, -2.9, 0.2]],
  "lowdin_charge": [-0.07, -0.02, -0.42, 0.02, -0.03, 0.07, 0.08, 0.08, 0.08, 0.12, 0.09],
  "gap_ev": 8.3,
  "multiplicity": 1,
  "relative_energy_kj_mol": 362.4
}